120
Properties=species:S:1:pos:R:3:forces:R:3:mulliken_charge:R:1 method="wB97M-V/def2-TZVPD" total_charge=0 e_homo_ev=-9.1 e_tot_ha=-4501.08326 multiplicity=1
C 3.369361 6.282040 2.759289 -0.12 -0.21 -0.06 -1.39
C 2.913245 4.830154 2.613970 0.05 0.04 0.04 0.42
O 3.316323 4.125796 3.791282 -0.05 0.11 0.06 -0.61
C 3.520118 4.169600 1.370800 -0.25 -0.26 0.24 -0.38
C 3.275799 2.679928 1.363080 0.05 -0.03 -0.02 0.37
N 2.033669 2.303993 1.486654 0.02 -0.03 0.00 -0.42
C 1.763438 0.968518 1.464524 0.44 0.08 -0.04 -0.09
C 0.439537 0.526873 1.577179 -0.32 0.16 0.03 0.12
C 0.147269 -0.803898 1.541216 0.01 -0.18 -0.11 0.88
C -1.267768 -1.292136 1.676713 -0.17 0.15 0.24 -1.27
O -2.196114 -0.446742 1.005343 0.32 -0.04 0.08 -0.28
C -3.016828 0.296607 1.864476 -0.25 0.15 0.17 -0.71
O -3.765599 1.182784 1.104230 -0.07 0.11 0.33 0.11
C -3.000769 2.250535 0.574264 0.23 0.26 -0.02 -0.33
C -3.906778 3.219303 -0.156688 0.22 0.05 -0.23 -1.05
O -4.764738 2.552801 -1.064831 -0.03 -0.01 0.20 -0.18
C 1.198188 -1.738852 1.392891 -0.57 -0.18 0.08 -0.90
C 2.487376 -1.337046 1.293393 0.48 -0.23 -0.03 -0.96
C 2.803120 0.030104 1.324548 0.06 0.37 0.00 0.19
N 4.098970 0.435316 1.218190 -0.06 -0.01 0.01 -0.53
C 4.340889 1.716275 1.234003 -0.01 -0.04 0.00 1.13
C 5.778953 2.137548 1.093955 -0.03 0.05 0.10 -1.87
C 6.080611 2.760126 -0.281315 0.24 0.03 0.14 -0.17
C 6.981645 3.983001 -0.227236 0.00 0.14 -0.22 -1.39
I 7.050017 1.298356 -1.544250 -0.19 -0.06 -0.16 0.05
H 2.545552 6.918153 3.078661 0.06 0.06 0.06 0.35
H 3.764365 6.666270 1.818576 -0.03 0.08 0.01 0.36
H 4.151190 6.321986 3.515874 0.08 0.04 -0.04 0.33
H 1.826770 4.785502 2.529880 -0.03 -0.04 -0.04 0.26
H 2.674057 3.430263 3.961038 0.04 -0.07 -0.04 0.32
H 4.581568 4.402277 1.339061 0.01 0.04 -0.15 -0.18
H 3.006685 4.573641 0.495263 0.25 0.18 -0.10 0.38
H -0.332913 1.277778 1.683783 -0.01 0.00 -0.04 0.39
H -1.369817 -2.300967 1.281862 0.00 0.00 -0.09 0.59
H -1.521703 -1.329856 2.741562 0.01 -0.15 0.00 0.34
H -3.729533 -0.351464 2.388760 0.01 -0.07 -0.07 0.33
H -2.420166 0.833568 2.619438 0.10 -0.02 -0.06 0.56
H -2.497852 2.785230 1.393295 -0.01 0.01 0.00 0.40
H -2.217582 1.887781 -0.097533 -0.12 -0.22 -0.06 0.31
H -4.498799 3.807809 0.548911 -0.15 -0.13 0.02 0.26
H -3.254341 3.914961 -0.691933 0.00 0.11 0.12 0.43
H -4.537681 2.799155 -1.964049 0.00 -0.07 -0.03 0.22
H 0.952721 -2.792033 1.360192 -0.01 -0.04 -0.02 0.43
H 3.287449 -2.057392 1.183626 0.07 0.07 -0.02 0.49
H 6.039922 2.858258 1.873933 -0.09 0.06 -0.03 0.43
H 6.383946 1.253202 1.277003 0.04 0.02 -0.03 0.59
H 5.156842 3.001922 -0.803262 0.01 -0.05 -0.02 0.48
H 6.623095 4.702021 0.512835 -0.06 -0.04 0.05 0.36
H 6.992146 4.485971 -1.194565 0.06 -0.03 0.00 0.40
H 8.009290 3.720699 0.017134 0.00 -0.04 0.12 0.40
C -1.645695 -5.966317 3.936617 -0.02 -0.10 0.01 -0.10
C -0.549567 -5.400063 3.062917 -0.06 0.09 -0.10 0.33
O -0.761384 -4.002341 3.168706 0.21 -0.12 0.23 -0.13
C -1.371821 -3.764276 4.368843 -0.10 -0.05 -0.13 0.59
O -1.484340 -2.690895 4.857269 -0.05 0.09 -0.01 -0.51
O -1.820205 -4.916593 4.899179 0.00 -0.09 0.01 -0.35
F -0.675011 -5.768594 1.763261 -0.05 0.04 0.02 -0.30
H -2.567911 -6.087739 3.365522 0.04 0.02 -0.08 0.29
H -1.370867 -6.899136 4.421084 -0.05 0.22 0.18 -0.07
H 0.462844 -5.634685 3.395438 0.03 -0.05 -0.08 0.29
C 6.033626 -1.357509 -4.787781 -0.08 -0.02 0.09 -0.42
C 6.235775 -1.257955 -6.286094 0.04 0.17 0.08 0.31
O 7.396364 -0.451972 -6.376522 0.06 -0.34 -0.09 -0.28
C 8.125539 -0.625710 -5.230928 -0.12 0.16 0.04 0.66
O 9.244335 -0.272463 -5.094585 0.07 0.05 0.00 -0.50
O 7.374532 -1.249086 -4.300029 -0.02 -0.07 0.03 -0.28
F 5.210106 -0.626131 -6.906239 0.02 0.06 0.02 -0.29
H 5.445515 -0.514963 -4.420524 -0.02 0.03 -0.06 0.28
H 5.586400 -2.291330 -4.461175 0.14 -0.05 0.03 0.28
H 6.417804 -2.207729 -6.790980 -0.09 0.01 -0.06 0.25
C 7.172456 2.630120 -7.187539 0.02 0.01 -0.02 -0.30
C 7.644826 3.704741 -8.143308 -0.12 0.09 0.06 0.36
O 7.176355 4.889527 -7.527078 0.23 0.02 0.02 -0.33
C 7.069570 4.657085 -6.186882 -0.08 -0.10 -0.07 0.62
O 6.923262 5.495455 -5.365954 -0.06 0.06 0.04 -0.51
O 7.164531 3.331004 -5.939032 0.00 -0.07 -0.01 -0.25
F 7.088921 3.588959 -9.373637 -0.07 0.02 0.03 -0.28
H 6.157395 2.312017 -7.431070 0.01 0.02 -0.09 0.22
H 7.826077 1.768292 -7.139931 0.09 0.03 0.14 0.19
H 8.728340 3.767412 -8.255981 0.00 -0.03 -0.11 0.28
C -4.295033 -0.577860 -1.233315 -0.05 0.13 -0.07 1.04
C -4.121026 -0.300025 -2.706322 0.04 -0.11 0.06 0.47
O -3.598360 -1.529540 -3.191805 -0.22 0.01 -0.09 -0.39
C -4.025220 -2.520707 -2.362915 0.06 0.14 0.16 0.48
O -3.954452 -3.679387 -2.604929 0.06 -0.12 -0.03 -0.55
O -4.542159 -1.995070 -1.232800 0.04 -0.03 -0.01 -0.40
F -3.210840 0.686776 -2.938521 0.14 -0.02 -0.05 -0.33
H -3.375961 -0.370439 -0.685344 -0.15 -0.07 -0.25 -0.59
H -5.122270 -0.034165 -0.790238 -0.06 -0.16 -0.05 -0.06
H -5.039088 -0.059957 -3.234075 0.03 0.09 -0.08 0.37
C -9.211525 2.984369 -1.062689 -0.02 0.05 0.12 -0.52
C -9.959165 1.668503 -1.091530 0.00 0.02 -0.20 0.55
O -9.170003 0.897206 -1.993935 0.05 -0.07 0.21 -0.35
C -7.904984 1.380479 -1.953131 0.09 0.13 -0.03 0.59
O -6.949701 0.844323 -2.412016 -0.11 -0.18 -0.16 -0.48
O -7.865562 2.563490 -1.313527 -0.17 0.20 0.05 -0.31
F -11.211134 1.802977 -1.591697 0.06 -0.03 -0.13 -0.32
H -9.545184 3.642130 -1.866681 -0.07 -0.06 -0.04 0.33
H -9.280565 3.495774 -0.108563 0.12 -0.07 0.04 0.26
H -10.011785 1.158264 -0.134760 -0.11 0.00 0.03 0.17
C -6.709229 0.968274 2.634037 0.07 0.00 -0.02 0.21
C -7.225670 1.374441 4.000088 0.00 0.06 -0.07 0.30
O -8.343092 2.190255 3.673837 -0.10 -0.19 0.08 -0.35
C -8.800378 1.803061 2.459951 0.09 -0.01 -0.12 0.59
O -9.841220 2.117961 1.982251 -0.07 0.18 0.14 -0.52
O -7.910327 0.994303 1.852166 0.07 -0.07 -0.02 -0.28
F -6.328631 2.105262 4.698147 -0.01 0.08 -0.06 -0.30
H -6.004329 1.699503 2.240343 0.06 0.02 0.05 -0.12
H -6.261630 -0.020009 2.604386 -0.13 -0.07 -0.05 0.15
H -7.566975 0.548238 4.625604 0.07 0.02 0.08 0.31
C 0.738334 -10.737873 2.963135 0.05 0.01 -0.04 -0.39
C -0.697045 -11.212366 3.074431 0.03 0.02 0.10 0.29
O -1.113350 -10.625772 4.298355 -0.13 0.08 -0.17 -0.30
C -0.362178 -9.518801 4.514139 0.08 -0.06 0.10 0.72
O -0.603791 -8.679871 5.318552 0.02 -0.08 0.00 -0.58
O 0.691804 -9.492279 3.670817 0.05 -0.04 -0.08 -0.31
F -0.794306 -12.555442 3.166020 0.04 -0.02 0.08 -0.28
H 1.411695 -11.423042 3.478904 -0.05 -0.07 0.00 0.29
H 1.074526 -10.582352 1.942834 -0.03 0.15 0.02 0.26
H -1.354461 -10.865906 2.275517 -0.03 -0.09 -0.03 0.29

114
Properties=species:S:1:pos:R:3:forces:R:3:mulliken_charge:R:1 method="wB97M-V/def2-TZVPD" total_charge=0 e_homo_ev=-8.9 e_tot_ha=-3847.51600 multiplicity=1
C -2.919994 3.603181 -11.568775 -0.15 -0.23 0.37 -0.92
C -2.958703 3.423840 -9.981898 -1.16 0.30 -1.47 -0.20
O -1.736662 3.813950 -9.375820 -0.58 -1.00 0.12 -0.31
C -1.634740 3.320389 -8.021150 0.74 0.69 0.03 -0.31
C -0.098571 3.413738 -7.614707 -0.33 -0.48 -0.96 -0.70
C 0.429026 2.129635 -6.850517 0.00 0.71 0.70 -0.14
C 0.808114 2.429475 -5.306191 -1.26 0.12 -0.85 -0.71
C -0.363049 1.902792 -4.357557 0.96 -0.07 0.43 0.07
C 0.125688 1.447178 -2.935860 0.18 -0.22 1.83 1.04
C 1.443837 0.797408 -2.721302 -1.57 0.50 1.98 -1.04
C 1.870373 0.421639 -1.382578 -1.53 0.83 -0.58 -0.95
C 1.036743 0.654105 -0.180912 -0.28 0.52 -1.59 0.23
C 1.637571 0.242364 1.192529 0.74 -0.93 -0.95 -0.62
C 2.029618 -1.300153 1.097008 -0.07 -0.28 1.11 0.37
C 1.819774 -2.076480 2.439439 -0.78 -0.18 -0.28 -0.79
F 3.418929 -1.446362 0.740365 -1.08 0.32 0.06 -0.40
C -0.273105 1.247232 -0.380009 0.91 -0.23 -1.23 0.64
C -0.718661 1.638843 -1.745014 1.01 -0.39 0.16 0.01
C -2.139173 2.272662 -1.854320 0.05 0.33 0.79 -0.22
O -2.858330 2.177060 -2.828052 0.62 -0.03 0.29 -0.57
C -2.689609 3.043657 -0.616364 1.63 -1.29 0.25 -0.62
C -2.261868 2.669940 0.625148 -0.51 0.59 -0.61 0.60
C -2.880398 3.452171 1.847934 -0.50 -0.32 -1.10 -0.53
N -2.342537 4.837133 1.940769 0.39 -0.97 0.57 -0.61
C -1.241105 1.491717 0.793420 -0.75 0.97 -0.56 0.17
O -1.311978 0.840520 1.814806 0.46 0.17 -0.56 -0.61
H -3.834049 4.166517 -11.906577 1.05 -0.34 0.31 0.26
H -1.983317 4.135463 -11.889609 -0.98 -0.52 0.30 0.27
H -2.993411 2.598186 -12.073134 0.38 1.01 0.47 0.25
H -3.827720 4.060809 -9.634783 0.92 -0.61 0.11 0.23
H -3.236840 2.346820 -9.806294 0.50 0.90 0.30 0.25
H -2.282656 3.993480 -7.393790 0.49 -0.84 -0.21 0.24
H -1.998603 2.258448 -7.976628 0.28 0.89 0.02 0.20
H 0.111170 4.385070 -7.101595 -0.15 -0.89 -0.22 0.30
H 0.446859 3.453847 -8.601621 -0.62 0.11 0.94 0.29
H 1.334306 1.746252 -7.392254 -0.94 0.17 0.55 0.39
H -0.402526 1.373808 -6.888910 1.18 0.48 0.03 0.00
H 1.823437 2.052267 -5.035358 -0.94 0.26 -0.28 0.38
H 0.789077 3.555586 -5.234202 0.44 -1.17 0.24 0.32
H -0.859660 0.995031 -4.798760 0.40 1.12 0.25 -0.18
H -1.096525 2.751968 -4.280546 0.53 -1.20 0.07 0.33
H 2.114270 0.605114 -3.584922 -0.62 0.14 0.80 0.31
H 2.872226 -0.064941 -1.264144 -1.08 0.55 -0.01 0.37
H 0.963584 0.396934 2.064036 0.55 0.00 -0.89 0.33
H 2.622157 0.772789 1.345236 -1.11 -0.34 -0.04 0.41
H 1.454004 -1.817958 0.286320 0.52 0.61 0.60 0.42
H 2.680152 -2.035410 3.149449 -0.60 0.20 -0.76 -0.11
H 0.914262 -1.666882 2.966164 0.87 -0.31 -0.46 0.22
H 1.587184 -3.154011 2.233239 0.44 1.06 0.14 0.31
H -3.430781 3.852703 -0.800770 0.47 -0.87 0.11 0.40
H -2.777146 2.888696 2.815030 0.00 0.69 -1.00 0.42
H -3.972982 3.570035 1.600661 1.06 -0.43 0.47 -0.14
H -2.175603 5.223996 1.009012 0.00 -0.28 0.38 0.28
H -1.442727 4.748582 2.417093 -0.16 0.46 -0.31 0.29
C 0.615442 -1.819801 6.967372 -0.09 -0.87 0.04 -0.16
C -0.034248 -0.493114 7.221139 0.07 0.20 0.55 0.27
O 0.899097 0.424660 6.687841 -0.17 -0.40 -0.46 -0.37
C 1.539427 -0.238463 5.683182 0.66 0.07 -0.73 0.42
O 2.195211 0.295821 4.842189 -0.22 -0.28 0.46 -0.51
O 1.331150 -1.583757 5.755844 -0.26 0.92 0.08 0.14
F -0.165328 -0.256963 8.549537 -0.14 0.10 0.02 -0.32
H 1.319235 -2.101345 7.754868 -0.07 0.17 0.06 0.22
H -0.110259 -2.622542 6.842711 0.12 0.02 -0.21 0.04
H -1.000515 -0.361924 6.727452 -0.02 0.08 0.16 0.32
C 4.948080 -1.957436 5.553025 -0.41 0.07 -0.97 0.45
C 6.098941 -2.437100 6.381790 0.24 0.53 0.13 0.49
O 5.482319 -2.788022 7.610146 -0.33 -0.44 -0.36 -0.38
C 4.210978 -3.158676 7.292078 -0.57 -0.18 0.18 0.47
O 3.485625 -3.764884 8.022700 0.11 0.20 -0.14 -0.55
O 3.870817 -2.763407 6.042915 0.40 -0.29 0.84 -0.02
F 6.988921 -1.441058 6.611849 0.15 -0.11 0.07 -0.32
H 4.718128 -0.902180 5.720950 0.17 -0.03 0.14 0.20
H 5.105491 -2.114890 4.481102 -0.44 -0.02 0.89 -0.55
H 6.618855 -3.306672 5.971418 0.12 0.09 0.07 0.30
C 6.406900 -4.853619 1.983117 -0.09 -0.78 0.29 -0.45
C 7.128065 -4.046506 0.943612 -0.27 -0.01 -0.61 0.29
O 6.620350 -2.741265 1.146917 0.28 -0.26 0.69 -0.29
C 6.294629 -2.671553 2.465345 -0.28 0.65 0.05 0.65
O 6.088382 -1.657545 3.054827 0.49 -0.23 -0.86 -0.57
O 6.238293 -3.906008 3.034329 0.16 0.44 -0.25 -0.26
F 6.799338 -4.451287 -0.305690 0.14 0.03 -0.06 -0.30
H 5.427363 -5.197173 1.643066 0.07 0.14 -0.17 0.26
H 6.983778 -5.714466 2.318720 -0.01 0.16 0.20 0.29
H 8.215502 -4.038067 1.053116 -0.03 -0.01 -0.17 0.29
C -2.661211 -2.878790 -4.469676 0.04 -0.50 0.62 -0.44
C -3.280582 -2.630047 -5.813567 -0.57 0.35 0.00 0.29
O -2.580922 -1.492275 -6.279389 0.42 -0.52 0.17 -0.27
C -1.345965 -1.554361 -5.703715 0.70 0.42 -0.06 0.70
O -0.407145 -0.921077 -6.065349 -0.30 -0.26 0.12 -0.48
O -1.321139 -2.435812 -4.668679 -0.19 0.23 -0.45 -0.30
F -4.593037 -2.316315 -5.698167 -0.05 -0.06 -0.14 -0.29
H -3.125999 -2.286724 -3.677852 -0.13 0.07 -0.20 0.28
H -2.689065 -3.929786 -4.184708 0.23 0.06 -0.04 0.27
H -3.160117 -3.451146 -6.524732 -0.16 0.06 -0.03 0.30
C 0.861013 -6.533188 6.151603 0.19 -0.66 0.46 -0.46
C -0.251489 -5.708781 5.572853 -0.16 0.39 0.30 0.29
O 0.437249 -4.707957 4.850566 0.10 -0.61 -0.15 -0.23
C 1.617163 -5.275403 4.461748 0.80 0.32 -0.37 0.62
O 2.328066 -4.828557 3.623070 -0.12 -0.33 0.30 -0.42
O 1.871950 -6.418778 5.153295 -0.36 0.40 -0.20 -0.34
F -0.982118 -5.114128 6.549692 -0.16 0.05 -0.05 -0.30
H 1.235144 -6.129187 7.095613 -0.16 0.18 -0.07 0.26
H 0.574933 -7.573297 6.303367 0.16 0.01 -0.18 0.30
H -0.915383 -6.256224 4.899154 -0.13 0.11 0.11 0.27
C -7.020951 5.784627 2.662464 0.39 0.67 0.24 -0.47
C -6.896103 4.527563 1.852813 0.08 -0.51 0.32 0.47
O -8.232127 4.077808 1.752881 0.18 0.62 -0.21 -0.32
C -9.007887 5.201132 1.809531 -0.94 0.17 -0.07 0.58
O -10.150380 5.241089 1.493081 0.32 -0.04 0.14 -0.49
O -8.301039 6.271370 2.268210 -0.02 -0.51 -0.20 -0.30
F -6.169812 3.590795 2.511378 0.01 -0.11 -0.09 -0.30
H -7.020370 5.591896 3.737764 0.04 -0.23 -0.09 0.28
H -6.238638 6.507769 2.435051 -0.19 0.07 -0.07 0.28
H -6.483339 4.676195 0.851495 0.08 -0.14 0.06 0.28